13
Properties=species:S:1:pos:R:3:mulliken_charge:R:1 method="wB97M-V/def2-TZVPD" homo_ev=-10.404 homo_lumo_gap_ha=0.401 de_lowest_kj_mol=101.3 e_tot_ev=-9376.0457 fmax_ev_per_a=3.310 smiles="C[C@@H]1C=CC(=O)O1"
C 0.98 -1.31 0.86 -1.30
C 0.19 -0.02 0.56 0.47
C -1.22 -0.08 -0.11 -0.31
C -1.31 0.87 -1.03 -0.59
C 0.06 1.47 -1.15 0.50
O 0.43 2.34 -1.88 -0.55
O 0.92 0.82 -0.30 -0.31
H 1.95 -1.05 1.31 0.34
H 0.48 -1.96 1.58 0.39
H 1.18 -1.88 -0.05 0.33
H 0.00 0.50 1.52 0.19
H -1.47 -0.95 0.39 0.45
H -2.10 1.27 -1.67 0.39



22
Properties=species:S:1:pos:R:3:mulliken_charge:R:1 method="wB97M-V/def2-TZVPD" homo_ev=-14.032 homo_lumo_gap_ha=0.376 de_lowest_kj_mol=2.5 e_tot_ev=-47093.6691 fmax_ev_per_a=6.130 total_charge=+1
C 2.54 -0.01 0.00 0.59
C -2.00 -0.20 0.05 0.52
C -0.64 1.16 1.94 -1.38
C -1.71 -2.07 -1.24 -0.73
C -1.05 1.09 0.55 0.56
N 1.40 -0.54 -0.31 -0.53
N 3.67 -0.64 0.24 -0.38
O -3.02 -0.41 0.56 -0.45
O 0.29 1.20 -2.02 -0.44
O -1.25 -0.82 -0.74 -0.23
P 0.54 0.90 -0.56 0.81
S 2.39 1.80 0.11 -0.23
Cl -1.84 2.55 -0.12 -0.07
H -0.21 2.09 2.24 0.40
H 0.15 0.40 2.12 0.37
H -1.50 0.81 2.54 0.36
H -1.96 -2.71 -0.40 0.32
H -0.78 -2.32 -1.76 0.31
H -2.58 -1.91 -1.91 0.30
H 3.74 -1.64 0.31 0.27
H 4.49 -0.08 0.55 0.24
H -0.65 1.35 -2.15 0.41



79
Properties=species:S:1:pos:R:3:mulliken_charge:R:1 method="wB97M-V/def2-TZVPD" homo_ev=-8.955 homo_lumo_gap_ha=0.330 de_lowest_kj_mol=209.0 e_tot_ev=-87431.5305 fmax_ev_per_a=3.530 smiles="C[C@H](Cl)[C@H](Cl)P(OC(=O)c1ccccc1)P(=O)(O)O.CCCC#N.CCCC#N.CCCC#N.CCCC#N"
C 0.74 -0.13 1.73 -1.15
C 0.17 -1.56 1.41 0.28
Cl -0.53 -1.45 -0.30 -0.19
C -1.02 -2.00 2.35 -0.49
Cl -2.29 -0.68 2.21 -0.07
P -0.57 -2.09 4.18 0.09
O 0.54 -3.34 4.51 -0.30
C 1.76 -3.18 3.85 0.27
O 2.51 -2.25 4.00 -0.46
C 2.17 -4.31 2.86 0.73
C 3.54 -4.78 2.71 -0.58
C 3.77 -5.82 1.70 -0.36
C 2.70 -6.38 0.87 -0.26
C 1.33 -5.92 1.06 -0.74
C 1.07 -4.90 2.05 -0.10
P -2.39 -2.73 5.27 0.87
O -3.65 -2.42 4.54 -0.61
O -2.34 -2.21 6.83 -0.51
O -2.28 -4.40 5.37 -0.54
H 0.01 0.68 1.51 0.27
H 1.03 -0.03 2.81 0.33
H 1.67 0.06 1.13 0.41
H 1.00 -2.31 1.35 0.19
H -1.53 -2.93 1.97 0.53
H 4.36 -4.36 3.32 0.39
H 4.79 -6.22 1.54 0.39
H 2.91 -7.16 0.10 0.43
H 0.46 -6.30 0.47 0.37
H 0.03 -4.53 2.21 0.10
H -2.86 -1.40 6.94 0.37
H -2.23 -4.76 4.47 0.35
C 7.23 -7.28 -1.22 -1.13
C 6.83 -7.45 -2.68 -0.44
C 5.38 -7.03 -2.94 -0.34
C 4.45 -7.86 -2.14 0.27
N 3.73 -8.50 -1.52 -0.54
H 6.63 -7.92 -0.56 0.34
H 8.28 -7.57 -1.08 0.35
H 7.12 -6.25 -0.89 0.29
H 6.96 -8.49 -2.97 0.30
H 7.49 -6.85 -3.30 0.31
H 5.14 -7.15 -4.00 0.29
H 5.23 -5.98 -2.68 0.29
C 1.39 1.71 -3.82 -1.26
C 0.09 2.27 -3.26 -0.33
C 0.31 3.28 -2.14 0.21
C 1.01 2.63 -1.00 0.27
N 1.55 2.12 -0.13 -0.47
H 1.94 1.15 -3.05 0.33
H 1.19 1.02 -4.64 0.35
H 2.03 2.51 -4.20 0.33
H -0.53 1.45 -2.90 0.26
H -0.46 2.76 -4.07 0.36
H -0.65 3.67 -1.78 -0.43
H 0.90 4.13 -2.49 0.35
C -5.17 2.95 -0.25 -1.20
C -4.14 3.82 0.46 -0.55
C -3.69 5.02 -0.37 -0.16
C -3.06 4.55 -1.64 0.38
N -2.58 4.18 -2.61 -0.59
H -4.77 2.51 -1.16 0.36
H -5.49 2.13 0.39 0.35
H -6.06 3.53 -0.51 0.31
H -3.28 3.20 0.72 0.29
H -4.57 4.18 1.40 0.35
H -2.97 5.61 0.18 0.31
H -4.54 5.66 -0.62 0.13
C -3.04 10.37 -1.67 -1.23
C -3.44 9.06 -2.32 -0.24
C -4.93 8.74 -2.17 -0.38
C -5.28 8.63 -0.73 0.20
N -5.55 8.54 0.38 -0.46
H -3.21 10.35 -0.59 0.36
H -1.98 10.57 -1.83 0.35
H -3.61 11.21 -2.09 0.30
H -2.84 8.25 -1.89 0.15
H -3.19 9.10 -3.39 0.34
H -5.16 7.79 -2.66 0.30
H -5.54 9.52 -2.63 0.33



104
Properties=species:S:1:pos:R:3:mulliken_charge:R:1 method="wB97M-V/def2-TZVPD" homo_ev=-9.057 homo_lumo_gap_ha=0.275 e_tot_ev=-219910.1093 fmax_ev_per_a=1.043
C -1.43 0.08 8.69 -1.46
C -0.85 -0.16 7.29 -0.34
C -0.42 1.14 6.61 0.19
C 0.46 1.92 7.60 -2.28
C 0.02 0.95 5.10 4.05
C -1.34 0.80 4.33 -3.05
C -1.32 0.37 2.86 -0.17
C -2.69 -0.11 2.40 -1.12
C -3.83 0.89 2.41 0.46
O -4.97 0.60 2.24 -0.53
O -3.45 2.21 2.62 -0.50
C 0.66 2.24 4.40 -0.29
C 1.25 3.50 5.05 -3.19
C 0.30 4.54 5.73 1.01
N 0.75 4.79 7.09 -0.47
N -1.05 4.03 5.79 -0.46
N 0.30 5.83 5.01 -0.80
N 1.72 1.71 3.51 -0.14
C 1.61 0.35 3.41 -0.10
O 1.85 -0.29 2.42 -0.51
C 1.07 -0.20 4.74 -0.61
I 2.78 0.05 6.10 0.20
C 0.78 -1.69 4.58 0.12
Br -1.01 -2.32 4.60 -0.05
C 1.71 -2.61 4.27 0.37
C 3.20 -2.45 4.11 -1.56
Br 1.24 -4.43 3.98 -0.19
H -0.66 0.13 9.46 0.32
H -1.98 1.02 8.72 0.32
H -2.13 -0.71 8.95 0.43
H 0.00 -0.85 7.35 0.19
H -1.63 -0.65 6.71 0.22
H -1.33 1.74 6.51 0.57
H -0.18 2.55 8.22 0.36
H 1.20 2.57 7.15 0.53
H 0.99 1.24 8.27 0.56
H -2.02 0.16 4.89 1.01
H -1.77 1.80 4.39 0.76
H -0.62 -0.45 2.69 0.23
H -1.01 1.20 2.22 0.38
H -2.64 -0.45 1.36 0.52
H -3.00 -0.97 2.99 0.16
H -3.19 2.61 1.79 0.34
H -0.10 2.62 3.70 0.75
H 1.70 4.02 4.20 0.51
H 2.08 3.26 5.71 0.17
H 1.37 5.59 7.13 0.28
H -0.03 4.97 7.71 0.21
H -1.44 3.93 4.86 0.12
H -1.63 4.74 6.24 0.34
H 0.05 5.69 4.03 0.25
H 1.23 6.25 5.01 0.28
H 1.69 2.10 2.57 0.47
H 3.69 -2.51 5.09 0.31
H 3.59 -3.27 3.51 0.51
H 3.47 -1.52 3.64 0.36
C 1.85 -1.07 -3.50 -0.16
C 2.97 -0.35 -3.43 -0.54
C 3.49 0.12 -2.12 0.23
O 4.49 0.80 -2.04 -0.54
C 2.73 -0.26 -0.90 -0.29
C 1.62 -0.99 -0.98 -0.46
C 1.10 -1.45 -2.29 0.18
O 0.07 -2.10 -2.35 -0.57
H 1.45 -1.41 -4.45 0.41
H 3.55 -0.05 -4.29 0.64
H 3.13 0.08 0.05 0.55
H 1.06 -1.28 -0.10 0.57
C -2.78 -2.15 -7.54 -0.26
C -1.67 -1.42 -7.47 -0.57
C -1.14 -0.95 -6.17 0.41
O -0.13 -0.28 -6.11 -0.55
C -1.88 -1.33 -4.94 -0.11
C -2.99 -2.07 -5.01 -0.47
C -3.52 -2.53 -6.31 0.59
O -4.53 -3.21 -6.37 -0.61
H -3.18 -2.52 -8.48 0.39
H -1.11 -1.13 -8.35 0.43
H -1.47 -0.99 -4.00 0.31
H -3.55 -2.37 -4.13 0.43
C 4.63 3.15 -7.07 -0.38
C 5.09 4.40 -7.08 -0.39
C 5.80 4.97 -5.90 0.33
O 6.23 6.10 -5.91 -0.54
C 5.97 4.09 -4.71 -0.41
C 5.51 2.85 -4.70 -0.29
C 4.80 2.28 -5.88 0.48
O 4.38 1.15 -5.86 -0.55
H 4.10 2.71 -7.91 0.42
H 4.98 5.06 -7.93 0.40
H 6.49 4.53 -3.87 0.43
H 5.60 2.19 -3.84 0.49
C -3.84 -7.30 -10.28 -0.40
C -4.80 -8.15 -9.91 -0.41
C -5.71 -7.85 -8.78 0.35
O -6.57 -8.63 -8.45 -0.54
C -5.52 -6.56 -8.07 -0.42
C -4.56 -5.70 -8.44 -0.04
C -3.66 -6.01 -9.57 0.47
O -2.79 -5.22 -9.91 -0.55
H -3.17 -7.49 -11.10 0.41
H -4.96 -9.09 -10.41 0.40
H -6.19 -6.35 -7.25 0.45
H -4.40 -4.76 -7.93 0.28



6
Properties=species:S:1:pos:R:3:mulliken_charge:R:1 method="wB97M-V/def2-TZVPD" homo_ev="-8.982 / -7.937" homo_lumo_gap_ha="0.259 / 0.183" de_lowest_kj_mol=200.0 e_tot_ev=-151986.9232 fmax_ev_per_a=2.389
C -0.54 0.05 -0.23 -0.20
S 0.53 1.12 -0.98 0.01
Br -1.47 0.21 1.33 0.12
Br 1.20 -2.56 0.64 -0.44
H -0.36 -0.92 -0.75 0.33
H 0.64 2.10 0.00 0.19



16
Properties=species:S:1:pos:R:3:mulliken_charge:R:1 method="wB97M-V/def2-TZVPD" homo_ev=-8.884 homo_lumo_gap_ha=0.367 de_lowest_kj_mol=283.3 e_tot_ev=-8761.5888 fmax_ev_per_a=3.385 smiles=C[C@@H]1N[C@H]2N[C@]21N
C 0.59 0.95 -1.58 -1.33
C -0.28 0.72 -0.39 0.32
N 0.64 1.08 1.06 -0.51
C 0.35 -0.25 1.45 -0.27
N -1.05 -0.69 1.45 -0.65
C -0.38 -0.66 0.17 0.24
N -0.16 -1.83 -0.61 -0.52
H 0.01 1.08 -2.49 0.36
H 1.18 1.85 -1.38 0.32
H 1.33 0.15 -1.72 0.32
H -1.19 1.32 -0.37 0.39
H 0.42 1.77 1.78 0.20
H 1.02 -0.83 2.07 0.36
H -1.71 0.07 1.59 0.28
H 0.25 -2.56 -0.04 0.28
H -1.03 -2.17 -1.00 0.24



10
Properties=species:S:1:pos:R:3:mulliken_charge:R:1 method="wB97M-V/def2-TZVPD" homo_ev=-9.784 homo_lumo_gap_ha=0.384 de_lowest_kj_mol=19.5 e_tot_ev=-15053.2299 fmax_ev_per_a=1.622 smiles="CC=O.S"
C -1.72 0.19 -0.08 -0.80
C -0.75 -0.98 -0.01 0.45
O -1.15 -2.08 -0.31 -0.49
H -1.36 0.99 0.57 0.30
H -2.70 -0.15 0.22 0.29
H -1.77 0.59 -1.09 0.25
H 0.27 -0.76 0.33 0.00
S 2.51 0.78 0.13 -0.32
H 3.41 1.71 -0.17 0.16
H 3.25 -0.29 0.41 0.16



75
Properties=species:S:1:pos:R:3:mulliken_charge:R:1 method="wB97M-V/def2-TZVPD" homo_ev=-14.068 homo_lumo_gap_ha=0.306 e_tot_ev=-60250.1726 fmax_ev_per_a=0.478 total_charge=+2
Cd 0.55 -0.02 0.14 2.89
C 3.46 -0.63 2.32 -1.96
C 1.97 -0.40 2.37 1.05
C 1.46 0.91 2.41 -0.36
C 2.36 2.09 2.14 -2.49
C 0.13 1.13 2.85 1.46
C -0.37 2.56 2.87 -2.01
C -0.65 0.06 3.29 0.71
C -1.96 0.27 4.02 -2.23
C -0.20 -1.25 3.09 1.61
C -1.02 -2.45 3.51 -2.21
C 1.09 -1.49 2.58 1.27
C 1.58 -2.91 2.42 -2.32
H 3.87 -0.72 1.31 0.16
H 3.72 -1.54 2.85 0.51
H 3.99 0.19 2.80 0.47
H 2.70 2.54 3.08 0.42
H 1.85 2.88 1.58 0.44
H 3.24 1.81 1.57 0.48
H -0.18 3.06 1.92 0.16
H 0.15 3.15 3.63 0.42
H -1.43 2.64 3.07 0.41
H -1.94 -0.23 4.99 0.52
H -2.82 -0.14 3.49 0.37
H -2.17 1.32 4.23 0.35
H -0.52 -3.02 4.29 0.43
H -1.17 -3.14 2.67 0.37
H -2.01 -2.17 3.88 0.48
H 1.83 -3.36 3.39 0.44
H 2.47 -2.97 1.80 0.49
H 0.82 -3.55 1.97 0.46
N 4.47 0.30 -2.27 0.09
C 3.89 -0.33 -1.25 -0.70
N 2.71 0.24 -1.01 0.15
C 2.65 1.22 -1.95 -0.03
N 3.69 1.30 -2.74 -0.69
C 1.49 2.13 -2.09 0.25
C 1.38 3.01 -3.15 -0.53
N 0.36 3.85 -3.26 -0.55
C -0.54 3.83 -2.28 -0.64
C -0.44 2.95 -1.22 -0.62
N 0.57 2.08 -1.13 0.55
H 5.37 0.12 -2.68 0.22
H 4.33 -1.17 -0.75 0.53
H 2.13 3.02 -3.93 0.52
H -1.36 4.53 -2.34 0.43
H -1.18 2.93 -0.43 0.32
C -0.57 -3.43 -1.85 -1.28
P 0.03 -1.72 -1.92 0.93
C 1.32 -1.82 -3.19 -1.73
C -1.33 -0.77 -2.67 0.15
C -1.47 -0.72 -4.06 -0.76
C -2.49 -0.01 -4.66 -0.89
C -3.41 0.68 -3.87 -0.87
C -3.29 0.65 -2.49 -0.68
C -2.26 -0.07 -1.87 0.32
P -2.10 -0.05 -0.05 0.98
C -3.27 1.21 0.54 -1.73
C -2.89 -1.58 0.53 -0.89
H -0.94 -3.71 -2.84 0.45
H -1.38 -3.57 -1.13 0.36
H 0.25 -4.09 -1.58 0.45
H 1.00 -2.45 -4.02 0.61
H 2.21 -2.26 -2.74 0.38
H 1.58 -0.83 -3.57 0.48
H -0.76 -1.25 -4.69 0.37
H -2.58 0.01 -5.74 0.46
H -4.21 1.23 -4.33 0.46
H -4.01 1.19 -1.90 0.41
H -3.09 2.20 0.12 0.45
H -3.16 1.28 1.62 0.21
H -4.29 0.91 0.32 0.57
H -3.85 -1.70 0.02 0.48
H -3.07 -1.51 1.61 0.40
H -2.27 -2.45 0.35 -0.14



8
Properties=species:S:1:pos:R:3:mulliken_charge:R:1 method="wB97M-V/def2-TZVPD" homo_ev="-10.361 / -10.375" homo_lumo_gap_ha="0.302 / 0.306" de_lowest_kj_mol=202.8 e_tot_ev=-17026.2804 fmax_ev_per_a=5.617 smiles="O=N[SiH2][N+](=O)[O-]"
O -2.42 -2.24 -0.28 -0.26
N -1.82 -1.34 0.38 0.13
Si -0.80 -0.07 -0.06 0.42
N -1.21 1.51 0.84 0.78
O -0.96 2.43 0.05 -0.53
O -1.53 1.69 2.00 -0.53
H -0.81 0.42 -1.41 -0.02
H 0.43 -0.09 0.98 0.00



13
Properties=species:S:1:pos:R:3:mulliken_spin:R:1 method="wB97M-V/def2-TZVPD" homo_ev="-25.095 / -26.583" homo_lumo_gap_ha="0.356 / 0.216" de_lowest_kj_mol=0.0 e_tot_ev=-77639.2841 fmax_ev_per_a=10.022 total_charge=+4 multiplicity=7
Co 0.10 -0.05 -3.05 2.72
Au -0.44 -1.52 0.88 0.92
Cl -0.49 1.52 -1.47 0.97
Cl 0.76 -0.95 -1.01 0.30
C -1.28 -1.63 2.66 -0.06
C -0.34 0.90 -4.57 0.10
C 0.47 -1.23 -4.41 0.05
O -1.63 -1.87 3.72 0.00
O -0.55 1.36 -5.61 -0.01
O 0.70 -1.95 -5.27 0.00
O 1.13 1.57 6.19 1.04
H 0.22 1.74 6.52 -0.02
H 1.34 2.12 5.41 -0.02



9
Properties=species:S:1:pos:R:3:mulliken_charge:R:1 method="wB97M-V/def2-TZVPD" homo_ev=-8.452 homo_lumo_gap_ha=0.327 de_lowest_kj_mol=158.4 e_tot_ev=-12195.9383 fmax_ev_per_a=4.260
C 0.84 1.07 -0.04 -0.60
N -0.88 -1.36 -0.06 -0.39
N -0.64 -0.04 0.45 -0.44
I 2.56 -0.06 -0.02 0.07
H 0.56 1.38 -1.05 0.30
H 0.65 1.82 0.76 0.33
H -1.19 -1.28 -0.99 0.24
H -0.03 -1.89 0.09 0.22
H -0.22 -0.38 1.28 0.27



16
Properties=species:S:1:pos:R:3:mulliken_charge:R:1 method="wB97M-V/def2-TZVPD" homo_ev=-11.623 homo_lumo_gap_ha=0.250 de_lowest_kj_mol=511.3 e_tot_ev=-9310.7164 fmax_ev_per_a=3.077 total_charge=+1
C 0.95 2.06 0.94 0.71
C -0.80 -1.01 0.72 -0.25
C -1.00 0.04 -0.29 -0.57
C 0.31 -1.90 -1.39 -0.91
N 0.23 3.10 1.05 -0.31
N 0.15 -0.86 -0.38 0.11
O 1.75 1.23 0.90 -0.30
H -0.43 -0.74 1.70 0.15
H -1.36 -1.94 0.72 0.27
H -1.75 -0.11 -1.07 0.20
H -0.59 -2.51 -1.44 0.35
H 0.48 -1.45 -2.37 0.34
H 1.16 -2.54 -1.14 0.34
H -0.74 3.11 0.75 0.33
H 0.60 3.97 1.43 0.29
H 1.05 -0.44 -0.13 0.27



29
Properties=species:S:1:pos:R:3:mulliken_charge:R:1 method="wB97M-V/def2-TZVPD" homo_ev=-9.559 homo_lumo_gap_ha=0.371 de_lowest_kj_mol=494.1 e_tot_ev=-15651.8756 fmax_ev_per_a=12.737
C -2.35 1.30 0.48 -0.95
C -2.04 0.60 -0.78 0.08
C -0.95 1.23 -1.51 -1.02
C 0.47 1.15 -0.80 0.78
C 0.55 2.06 0.43 -1.48
C 1.07 -0.22 -0.81 0.00
C 2.17 -1.97 -1.72 -0.18
C 1.96 -2.81 -0.84 -0.57
C 0.79 -1.14 0.25 0.74
C 0.21 -1.59 2.65 -0.63
H -3.18 0.77 1.13 0.26
H -2.54 2.41 0.31 0.32
H -1.45 1.47 1.14 0.06
H -1.78 -0.49 -0.40 0.09
H -2.98 0.79 -1.45 0.30
H -1.10 2.32 -1.73 0.46
H -1.00 0.72 -2.42 0.34
H 1.27 1.59 -1.33 0.41
H 1.60 2.39 0.55 0.45
H 0.11 1.64 1.44 0.27
H -0.01 3.07 0.13 0.27
H 3.01 -2.03 -2.59 0.26
H 2.17 -3.92 -0.78 0.36
H 0.14 -0.93 3.68 0.24
H 1.48 -2.08 2.47 0.27
H -0.59 -2.48 2.71 0.24
N 1.95 -0.64 -1.71 -0.54
N 1.09 -2.40 0.14 -0.55
O -0.07 -0.81 1.35 -0.27



14
Properties=species:S:1:pos:R:3:mulliken_charge:R:1 method="wB97M-V/def2-TZVPD" homo_ev=-7.853 homo_lumo_gap_ha=0.298 de_lowest_kj_mol=215.6 e_tot_ev=-18939.7052 fmax_ev_per_a=3.321 smiles="NC=C(O)O.O=CI"
N 1.32 1.29 0.72 -0.56
C 0.40 0.26 0.95 -0.52
C 0.29 -0.76 0.01 0.48
O -0.47 -1.92 -0.14 -0.47
O 1.01 -0.60 -1.14 -0.53
H 0.90 2.16 0.63 0.24
H 1.80 1.04 -0.12 0.30
H -0.24 0.27 1.81 0.42
H -0.90 -2.22 0.66 0.32
H 0.60 -1.15 -1.77 0.34
O -1.59 2.08 -0.53 -0.38
C -1.79 1.01 -0.93 0.01
I -3.30 -0.20 0.00 -0.04
H -1.54 0.47 -1.80 0.41